[1]
{
  "formula": "C3H7INO",
  "method": "ωB97M-V/def2-TZVPD",
  "homo_lumo_gap_ha": 0.3237,
  "smiles": "[NH3+]C1(OI)CC1",
  "charge": 1,
  "lumo_ev": -4.407,
  "e_above_lowest_kj_mol": 257.17,
  "species": ["I", "O", "N", "C", "C", "C", "H", "H", "H", "H", "H", "H", "H"],
  "positions_angstrom": [[0.091, -1.635, -2.653], [1.005, -0.803, -1.155], [0.381, -0.836, 1.102], [-1.081, 0.569, -0.249], [0.242, -0.071, -0.077], [0.216, 1.380, -0.170], [0.475, 1.991, 0.593], [-1.612, 0.522, 0.654], [-0.627, -1.192, 1.329], [1.194, -1.505, 1.003], [0.551, 1.626, -1.137], [-1.649, 0.362, -1.143], [0.814, -0.408, 1.902]]
}

[2]
{
  "formula": "C3H7INO",
  "method": "ωB97M-V/def2-TZVPD",
  "homo_lumo_gap_ha": 0.3605,
  "charge": 1,
  "lumo_ev": -4.111,
  "e_above_lowest_kj_mol": 91.15,
  "species": ["I", "O", "N", "C", "C", "C", "H", "H", "H", "H", "H", "H", "H"],
  "positions_angstrom": [[2.574, 1.255, 0.011], [1.030, -3.855, 0.256], [-0.281, 0.111, -0.403], [-0.980, 0.280, 0.913], [0.507, 1.347, -0.825], [0.724, -2.802, 0.037], [-0.256, 0.594, 1.725], [0.337, -0.770, -0.171], [0.612, 1.310, -1.845], [-1.491, -0.809, 1.055], [0.047, 2.400, -0.581], [-1.101, -0.038, -0.995], [-1.724, 0.981, 0.822]]
}

[3]
{
  "formula": "C3H7INS",
  "method": "ωB97M-V/def2-TZVPD",
  "homo_lumo_gap_ha": 0.3029,
  "smiles": "SCC/[NH+]=C\\I",
  "charge": 1,
  "lumo_ev": -5.113,
  "e_above_lowest_kj_mol": 42.93,
  "species": ["I", "S", "N", "C", "C", "C", "H", "H", "H", "H", "H", "H", "H"],
  "positions_angstrom": [[-3.401, -0.782, 0.073], [2.136, 1.139, -0.361], [-0.751, 0.086, -0.758], [1.264, -0.270, 0.575], [-1.887, -0.245, -1.253], [-0.254, -0.186, 0.590], [0.055, 0.495, -1.441], [2.566, 1.756, 0.820], [-2.189, -0.244, -2.260], [-0.638, -1.069, 0.879], [-0.367, 0.671, 1.372], [1.679, -0.262, 1.677], [1.786, -1.089, 0.089]]
}

[4]
{
  "formula": "C3H7N",
  "method": "ωB97M-V/def2-TZVPD",
  "homo_lumo_gap_ha": 0.3966,
  "smiles": "CN1CC1",
  "lumo_ev": 1.284,
  "e_above_lowest_kj_mol": 278.58,
  "species": ["N", "C", "C", "C", "H", "H", "H", "H", "H", "H", "H"],
  "positions_angstrom": [[0.107, -0.040, -0.809], [-0.863, 0.734, -0.106], [-0.909, -0.810, -0.082], [1.324, -0.023, -0.069], [0.836, -0.117, 1.051], [-0.377, 1.008, 0.892], [-1.463, 1.686, -0.466], [-0.594, -0.918, 0.882], [1.914, 0.777, -0.389], [-1.682, -1.318, -0.607], [1.708, -0.980, -0.298]]
}

[5]
{
  "formula": "C3H7N",
  "method": "ωB97M-V/def2-TZVPD",
  "homo_lumo_gap_ha": 0.3874,
  "smiles": "C=CCN",
  "lumo_ev": 1.194,
  "e_above_lowest_kj_mol": 79.77,
  "species": ["N", "C", "C", "C", "H", "H", "H", "H", "H", "H", "H"],
  "positions_angstrom": [[-1.630, -0.364, -0.269], [0.722, 0.294, -0.393], [-0.600, 0.483, 0.344], [1.760, -0.317, 0.128], [-0.393, 0.141, 1.378], [-1.188, -1.346, -0.176], [-2.543, -0.337, 0.270], [2.733, -0.290, -0.326], [0.755, 0.790, -1.428], [1.663, -0.691, 1.185], [-0.914, 1.521, 0.503]]
}

[6]
{
  "formula": "C3H7N",
  "method": "ωB97M-V/def2-TZVPD",
  "homo_lumo_gap_ha": 0.3559,
  "smiles": "C=C.C=N",
  "lumo_ev": 0.814,
  "e_above_lowest_kj_mol": 282.05,
  "species": ["N", "C", "C", "C", "H", "H", "H", "H", "H", "H", "H"],
  "positions_angstrom": [[4.287, -0.003, 5.018], [-3.853, 0.335, -3.948], [4.246, -0.815, 4.065], [-4.660, 0.379, -4.993], [3.524, -0.753, 3.234], [-4.162, 0.581, -5.935], [-5.734, 0.422, -4.893], [-2.871, 0.757, -4.147], [-4.219, 0.338, -2.929], [4.260, 1.002, 4.927], [5.061, -1.524, 3.826]]
}

no.,calculated total energy (a.u.)
1,-545.82788
2,-545.89111
3,-868.82295
4,-173.13597
5,-173.21170
6,-173.13465